Entry from OMol25: 3 unconnected molecules or ions with the total composition C3H9N3O6 (ωB97M-V/def2-TZVPD).

XYZ file:
```
21
Properties=species:S:1:pos:R:3:forces:R:3:mulliken_charge:R:1
C -2.537 4.403 -0.586 0.10 -0.48 -0.61 -0.69
N -2.892 3.222 -1.464 0.18 0.81 0.86 0.84
O -4.002 3.247 -1.925 -0.53 -0.18 -0.39 -0.52
O -2.068 2.360 -1.627 0.46 -0.49 -0.21 -0.52
H -3.292 4.417 0.190 -0.01 0.25 0.03 0.28
H -2.593 5.246 -1.267 -0.16 0.23 0.26 0.28
H -1.531 4.283 -0.203 -0.02 -0.16 0.04 0.30
C -0.043 -0.421 -1.747 -0.39 -0.04 -0.06 -0.56
N 0.227 -0.463 -0.281 0.24 -0.12 -0.64 0.89
O -0.617 -0.030 0.461 -0.30 0.13 0.35 -0.53
O 1.281 -0.961 0.058 0.13 -0.05 0.23 -0.53
H -0.685 0.430 -1.953 0.13 0.08 0.04 0.18
H -0.593 -1.329 -1.990 0.08 -0.05 0.08 0.28
H 0.903 -0.408 -2.272 0.06 0.07 0.03 0.31
C 2.518 -2.891 2.432 0.18 -0.34 1.24 -0.63
N 2.766 -4.098 1.599 -0.26 0.19 -0.42 0.87
O 2.569 -5.181 2.108 -0.03 -0.10 0.08 -0.54
O 3.161 -3.925 0.465 0.02 0.07 0.01 -0.52
H 3.459 -2.354 2.486 -0.08 0.21 -0.23 0.26
H 2.274 -3.276 3.420 0.05 0.07 -0.05 0.32
H 1.696 -2.271 2.095 0.15 -0.10 -0.64 0.22
```
Forces are in eV/Å.

For the energy above the lowest of the compared OMol25 structures with the same formula, charge and spin, the calculation gives 3.7 kcal per mole. For the LUMO energy, the calculation gives 0.20 eV. The SMILES is C[N+](=O)[O-].C[N+](=O)[O-].C[N+](=O)[O-]. The net charge is 0.